60
Properties=species:S:1:pos:R:3 method="wB97M-V/def2-TZVPD" total_charge=+2 e_lumo_ev=-5.76 homo_energy_ev=-12.60 e_above_lowest_kcal_mol=5.3 gap_ev=6.8 mol_weight_da=702.58 energy_ev=-119894.2048
Pt 0.380 0.075 0.268
C 3.108 -1.778 -0.281
C 2.974 -0.611 -1.212
C 3.999 -0.414 -2.162
C 3.982 0.673 -2.979
C 2.984 1.656 -2.812
C 2.990 2.863 -3.543
C 2.079 3.838 -3.253
C 1.151 3.650 -2.214
C 1.099 2.469 -1.512
S -0.079 2.266 -0.217
C 1.999 1.429 -1.830
N 1.964 0.248 -1.105
H 3.434 -2.671 -0.812
H 2.192 -1.991 0.255
H 3.892 -1.544 0.443
H 4.795 -1.144 -2.215
H 4.761 0.827 -3.716
H 3.747 3.014 -4.302
H 2.088 4.775 -3.792
H 0.469 4.450 -1.955
C -1.315 0.999 5.067
N -2.179 1.644 3.966
C -3.453 0.797 3.796
N -3.123 -0.559 3.531
C -2.294 -1.107 4.607
N -1.048 -0.359 4.759
C -0.122 -0.548 3.637
P -0.889 0.062 2.074
C -1.410 1.734 2.682
C -2.523 -0.779 2.211
H -1.889 1.078 5.990
H -0.403 1.588 5.143
H -2.445 2.584 4.265
H -4.025 1.241 2.982
H -4.004 0.887 4.732
H -2.071 -2.150 4.394
H -2.850 -1.055 5.544
H 0.107 -1.610 3.539
H 0.817 -0.027 3.829
H -2.026 2.227 1.928
H -0.526 2.351 2.847
H -2.391 -1.850 2.060
H -3.185 -0.430 1.417
C 1.271 -3.372 -2.964
N 0.182 -2.412 -3.126
C -0.254 -1.922 -4.336
C -1.310 -1.120 -4.082
N -1.506 -1.134 -2.720
C -2.549 -0.395 -2.019
C -0.582 -1.921 -2.138
Se -0.484 -2.303 -0.298
H 1.632 -3.647 -3.950
H 0.910 -4.258 -2.447
H 2.079 -2.925 -2.397
H 0.210 -2.200 -5.265
H -1.942 -0.558 -4.746
H -3.168 0.103 -2.760
H -2.093 0.348 -1.365
H -3.160 -1.084 -1.440

=====

58
Properties=species:S:1:pos:R:3 method="wB97M-V/def2-TZVPD" total_charge=+1 s_squared=3.787 e_lumo_ev="-4.11 / -4.18" homo_energy_ev="-10.97 / -11.61" e_above_lowest_kcal_mol=0.0 gap_ev="6.9 / 7.4" mol_weight_da=574.39 multiplicity=4 energy_ev=-77099.2958
V -0.651 -0.669 0.168
N 2.792 1.911 0.563
C 1.659 1.363 0.156
N 0.918 0.577 0.893
C 1.356 0.221 2.173
N 0.690 -0.631 2.888
N -0.367 -1.129 2.171
C -1.238 -1.869 2.736
C -2.335 -2.352 1.890
C -3.294 -3.227 2.364
C -4.283 -3.663 1.490
C -4.278 -3.214 0.183
C -3.286 -2.328 -0.218
N -2.346 -1.900 0.618
C 2.563 0.846 2.692
C 3.036 0.606 3.985
C 4.199 1.208 4.412
C 4.910 2.055 3.560
C 4.461 2.303 2.279
C 3.287 1.694 1.854
H 3.306 2.503 -0.074
H 1.332 1.590 -0.853
H -1.166 -2.144 3.784
H -3.263 -3.570 3.389
H -5.044 -4.352 1.830
H -5.023 -3.538 -0.529
H -3.230 -1.945 -1.229
H 2.477 -0.057 4.629
H 4.567 1.021 5.411
H 5.822 2.522 3.904
H 5.009 2.957 1.612
C -3.546 2.728 0.337
C -3.224 1.258 0.252
O -1.875 0.999 0.722
H -4.558 2.906 -0.027
H -2.858 3.310 -0.275
H -3.503 3.086 1.369
H -3.226 0.909 -0.779
H -3.916 0.652 0.841
H -1.680 1.523 1.505
O 4.097 -0.786 -4.928
N 3.071 -0.257 -5.303
O 2.915 0.301 -6.369
C 1.935 -0.258 -4.373
C 0.782 0.436 -4.720
C -0.262 0.435 -3.832
C -0.220 -0.206 -2.579
O -1.151 -0.066 -1.695
C 0.972 -0.918 -2.316
C 2.054 -0.930 -3.174
N 1.063 -1.591 -1.045
O 0.033 -2.333 -0.682
O 2.164 -1.713 -0.488
N -1.476 1.208 -4.127
O -1.341 2.406 -4.274
O -2.517 0.595 -4.191
H 0.725 0.974 -5.656
H 2.962 -1.459 -2.924